# 1
The following is a quantum chemistry calculation of a 2-piece molecular cluster, C4H6N2S2 overall, from OMol25.

Properties
Relative energy (zero: lowest compared OMol25 entry of this formula, charge and spin) ... 86.4 kcal/mol
Net charge ... 0
Orbital gap ... 8.161 eV
Highest occupied orbital energy ... -9.17 eV

Each line ends with the Mulliken charge.
CARTESIAN COORDINATES (ANGSTROEM)
S  1.2226  1.5269  3.3599  -0.14
S  1.3903  -0.1320  2.2175  -0.07
N  -0.0970  -0.6888  -0.7917  0.77
N  -0.4803  -0.1594  -1.9174  -0.92
C  0.2977  1.5055  -0.7046  -0.29
C  0.4279  0.3201  -0.0257  -0.13
C  -0.5455  -1.9907  -0.3949  -0.77
C  -0.2856  1.1638  -1.9120  -0.25
H  0.2510  -2.7968  -0.3664  0.26
H  -1.4225  -2.3796  -0.9570  0.30
H  -0.4766  1.7940  -2.7395  0.44
H  0.0416  1.1602  4.0049  0.18
H  -0.6599  -1.8982  0.6447  0.32
H  0.3363  2.5749  -0.4179  0.31

Atoms 1-6, force components in eV/Å:
-1.2 -0.7 0.1
-1.1 0.6 -2.8
1.0 1.7 0.8
-1.5 0.2 -3.1
0.0 1.8 1.0
0.6 -0.6 3.0

# 2
The following is a quantum chemistry calculation of C4H6N3 as an isolated structure, from OMol25.

Properties
Relative energy (zero: lowest compared OMol25 entry of this formula, charge and spin) ... 122.5 kcal/mol
Net charge ... +1
Orbital gap ... 9.469 eV
Highest occupied orbital energy ... -14.68 eV

Each line ends with the Mulliken charge.
CARTESIAN COORDINATES (ANGSTROEM)
N  0.3578  0.0279  -0.0853  0.05
N  -2.8390  -0.0741  -0.0153  -0.37
N  -1.8455  0.9492  -0.1997  -0.01
C  1.6289  0.7633  0.1099  -0.46
C  1.5784  -0.7255  0.0211  -0.31
C  -0.8865  0.0728  -0.0646  0.45
C  -1.9320  -1.0064  0.0262  -0.15
H  -1.8184  1.9927  -0.1678  0.28
H  1.8726  -1.3984  0.8960  0.28
H  -2.0148  -2.0219  0.0652  0.45
H  2.3434  1.2567  -0.5845  0.25
H  1.8901  -1.2303  -1.0301  0.26
H  1.6648  1.3940  1.0288  0.29

Atoms 1-6, force components in eV/Å:
3.0 1.4 -0.3
-0.7 -1.4 0.0
0.6 3.2 0.0
1.1 0.9 0.5
1.6 -2.6 -0.6
-0.1 -2.3 -0.5

Number 1: F_max 3.40 eV/A. Number 2: F_max 3.79 eV/A.